This record from the OMol25 dataset describes 2 unconnected molecules or ions with the total composition C12H16N2O at a distorted geometry. The level of theory is wB97M-V/def2-TZVPD.

Each line ends with the Mulliken charge.
Element x y z (Å)
H 2.81 -0.20 -1.15  0.671
H 3.01 -2.16 3.13  0.321
C -1.14 3.04 -0.70  -0.534
O 2.15 -2.08 2.82  -0.497
H 0.16 2.44 0.78  0.329
H 3.32 -0.53 1.41  0.240
H -1.92 3.82 -0.39  0.285
N -1.75 0.60 -0.68  -0.240
C -2.39 -0.30 0.06  -0.400
C 0.70 -2.64 -0.31  -0.276
C 2.66 -1.06 0.69  -0.275
H 0.19 -1.41 -3.09  0.421
C 0.21 2.97 -0.14  -0.957
H -2.42 -1.35 -0.09  0.396
H 0.74 3.85 0.14  0.357
C 0.20 -0.95 -2.16  -1.056
H -3.08 2.66 1.40  0.324
C 2.26 -0.84 -0.61  -0.661
H -0.18 -3.26 -0.59  0.296
H -2.92 -0.02 2.10  0.276
H 0.44 0.15 -2.25  0.131
C 1.34 -3.10 0.88  -0.700
H 0.79 2.27 -0.86  0.133
H -0.91 -1.32 -2.26  0.181
C -2.64 1.77 0.91  -0.284
C 1.10 -1.55 -1.05  0.327
C 2.14 -2.20 1.43  0.544
H 0.88 -4.00 1.33  0.330
C -1.88 1.85 -0.23  0.206
H -0.91 3.08 -1.71  0.331
N -2.94 0.47 1.19  -0.220

Summary:
Orbital gap ... 9.093 eV
E_LUMO ... 0.86 eV
E_HOMO ... -8.2346 eV
Strongest force on any atom ... 5.74 eV/Å
Total energy ... -651.459435 Eh